## i
Density functional theory data (wB97M-V/def2-TZVPD) for the molecule C2H4FNO2.

Results
HOMO, eV: -11.3488
HOMO-LUMO gap, eV: 11.5

Last column: Löwdin charge in e.
Cartesian coordinates (Å):
O (1.974, 1.291, -0.346)  0.06
N (1.422, 0.208, -0.141)  -0.43
O (1.735, -0.837, -0.622)  0.08
C (0.209, 0.135, 0.733)  0.04
C (-1.101, -0.314, -0.354)  -0.14
F (-2.167, 0.227, 0.242)  -0.05
H (0.261, -0.678, 1.323)  0.07
H (-0.066, 1.073, 1.118)  0.10
H (-1.216, -1.364, -0.517)  0.09
H (-1.052, 0.258, -1.436)  0.17

---

## ii
Density functional theory data (wB97M-V/def2-TZVPD) for the molecule C2H4FNO2.

Results
HOMO, eV: -10.7622
HOMO-LUMO gap, eV: 11.4

Last column: Löwdin charge in e.
Cartesian coordinates (Å):
N (1.273, -0.120, -0.214)  0.06
C (-0.123, -0.551, 0.356)  -0.26
F (-0.460, -1.776, -0.139)  0.03
C (-1.191, 0.496, -0.002)  -0.50
O (-2.352, 0.236, -0.042)  0.15
O (-0.682, 1.703, -0.218)  0.12
H (1.269, -0.321, -1.211)  0.08
H (1.995, -0.683, 0.223)  0.07
H (-0.022, -0.645, 1.442)  0.16
H (0.294, 1.660, -0.196)  0.10

---

Most stable structure: ii

---

## i
Density functional theory data (wB97M-V/def2-TZVPD) for an isolated ion of composition H2O5P2 and charge -2.

Results
Net charge: -2
HOMO, eV: 1.1039
HOMO-LUMO gap, eV: 6.2

Last column: Löwdin charge in e.
Cartesian coordinates (Å):
O (1.701, 0.890, 0.758)  -0.65
P (1.123, 0.810, -0.639)  0.35
O (1.387, -0.715, -1.262)  -0.56
P (-0.963, 0.186, -0.072)  0.28
O (-2.230, 0.856, -0.404)  -0.47
O (-0.916, -1.461, -0.432)  -0.53
O (-0.692, 0.386, 1.568)  -0.30
H (0.366, -1.117, -0.987)  -0.05
H (0.225, 0.165, 1.469)  -0.07

---

## ii
Density functional theory data (wB97M-V/def2-TZVPD) for a 3-piece molecular cluster, H2O5P2 overall.

Results
Net charge: -2
HOMO, eV: -2.6255
HOMO-LUMO gap, eV: 8.3

Last column: Löwdin charge in e.
Cartesian coordinates (Å):
O (-4.516, 1.547, 0.785)  -0.56
O (-2.377, 2.259, -0.253)  -0.59
O (-6.095, -0.377, -0.144)  -0.19
O (9.098, -2.635, -0.369)  -0.65
O (9.559, -0.630, 1.014)  -0.65
P (8.899, -1.154, -0.227)  0.31
P (-3.465, 1.240, -0.261)  0.45
H (-5.606, 0.349, 0.321)  -0.08
H (-5.497, -0.600, -0.866)  -0.03

---

Most stable structure: ii

---

## i
Density functional theory data (wB97M-V/def2-TZVPD) for a 5-piece molecular cluster, C30H75N5O10 overall.

Results
HOMO, eV: -8.1225
HOMO-LUMO gap, eV: 8.8

Last column: Löwdin charge in e.
Cartesian coordinates (Å):
C (26.788, 10.020, 20.453)  -0.09
O (27.019, 9.055, 21.456)  -0.22
C (27.708, 7.885, 21.115)  -0.22
C (27.786, 6.897, 22.393)  -0.16
N (28.589, 7.538, 23.503)  -0.07
C (28.643, 6.532, 24.522)  -0.21
C (29.164, 7.297, 25.777)  -0.24
O (28.156, 8.141, 26.249)  -0.12
C (28.673, 8.930, 27.338)  -0.20
H (26.370, 9.401, 19.659)  0.08
H (27.756, 10.462, 20.219)  0.09
H (25.997, 10.678, 20.813)  0.09
H (28.695, 8.118, 20.717)  0.11
H (27.254, 7.203, 20.395)  0.10
H (27.993, 5.832, 22.292)  0.11
H (26.761, 6.775, 22.741)  0.10
H (28.132, 8.379, 23.825)  0.10
H (29.427, 5.826, 24.250)  0.13
H (27.612, 6.276, 24.765)  0.12
H (30.071, 7.900, 25.730)  0.09
H (29.400, 6.492, 26.472)  0.10
H (28.815, 8.396, 28.277)  0.05
H (28.005, 9.773, 27.514)  0.07
H (29.669, 9.309, 27.110)  0.00
C (36.692, 15.115, 21.474)  -0.12
O (37.013, 14.998, 22.799)  -0.20
C (37.700, 15.956, 23.541)  -0.21
C (36.763, 17.055, 24.204)  -0.17
N (35.465, 16.452, 24.647)  -0.04
C (35.373, 15.775, 25.951)  -0.22
C (34.031, 15.703, 26.540)  -0.23
O (33.311, 14.640, 25.867)  -0.17
C (31.981, 14.485, 26.357)  -0.13
H (36.161, 14.207, 21.190)  0.10
H (37.523, 15.271, 20.786)  0.09
H (36.066, 15.998, 21.338)  0.09
H (38.530, 16.440, 23.027)  0.11
H (38.227, 15.407, 24.321)  0.11
H (36.571, 17.775, 23.408)  0.10
H (37.183, 17.608, 25.044)  0.11
H (35.542, 15.708, 23.969)  0.07
H (36.037, 16.351, 26.596)  0.11
H (35.800, 14.772, 25.953)  0.12
H (33.449, 16.619, 26.436)  0.12
H (33.927, 15.490, 27.604)  0.12
H (31.501, 13.664, 25.823)  -0.02
H (31.387, 15.380, 26.174)  0.09
H (31.857, 14.317, 27.427)  0.07
C (34.533, 11.702, 30.710)  -0.08
O (33.685, 11.540, 29.585)  -0.15
C (32.361, 11.576, 29.865)  -0.25
C (31.500, 11.479, 28.549)  -0.15
N (31.677, 10.211, 27.798)  -0.01
C (30.953, 10.147, 26.506)  -0.19
C (31.310, 11.198, 25.367)  -0.14
O (30.860, 12.521, 25.392)  -0.24
C (29.427, 12.846, 25.501)  0.00
H (34.524, 12.749, 31.015)  0.09
H (35.507, 11.471, 30.279)  0.09
H (34.285, 11.142, 31.612)  0.09
H (32.053, 12.503, 30.350)  0.09
H (31.979, 10.864, 30.596)  0.12
H (31.680, 12.355, 27.925)  0.10
H (30.466, 11.515, 28.893)  0.02
H (32.657, 9.968, 27.766)  0.11
H (29.888, 10.211, 26.732)  0.05
H (31.054, 9.104, 26.208)  0.08
H (30.878, 10.645, 24.534)  0.12
H (32.388, 11.053, 25.315)  0.14
H (29.360, 13.624, 26.262)  0.09
H (28.804, 11.981, 25.727)  0.09
H (29.102, 13.139, 24.503)  0.09
C (28.432, 6.539, 29.176)  -0.01
O (29.597, 7.468, 29.343)  -0.26
C (30.746, 6.954, 29.987)  -0.17
C (31.849, 6.400, 29.012)  -0.19
N (32.116, 7.367, 27.951)  -0.04
C (32.479, 6.730, 26.665)  -0.21
C (33.819, 6.087, 26.600)  -0.25
O (34.793, 7.117, 26.618)  -0.17
C (36.176, 6.618, 26.636)  -0.07
H (28.244, 6.379, 28.115)  0.07
H (27.464, 6.935, 29.483)  0.09
H (28.577, 5.646, 29.785)  0.09
H (30.508, 6.217, 30.753)  0.11
H (31.264, 7.789, 30.460)  0.12
H (31.575, 5.452, 28.548)  0.10
H (32.800, 6.055, 29.419)  0.11
H (31.378, 8.057, 27.940)  0.05
H (32.382, 7.464, 25.865)  0.11
H (31.683, 6.067, 26.322)  0.10
H (33.868, 5.427, 25.734)  0.12
H (33.911, 5.366, 27.413)  0.12
H (36.637, 6.455, 27.610)  0.08
H (36.879, 7.257, 26.103)  0.08
H (36.218, 5.686, 26.072)  0.08
C (28.455, 10.441, 28.998)  -0.14
O (28.151, 11.692, 29.590)  -0.13
C (29.204, 12.655, 29.599)  -0.19
C (28.852, 13.721, 30.697)  -0.21
N (29.004, 13.348, 32.066)  -0.04
C (30.450, 13.077, 32.329)  -0.18
C (30.681, 13.151, 33.842)  -0.25
O (31.916, 12.596, 34.116)  -0.20
C (32.528, 12.933, 35.374)  -0.08
H (29.106, 9.737, 29.515)  0.12
H (28.798, 10.453, 27.963)  0.04
H (27.525, 9.882, 28.891)  0.12
H (29.340, 13.076, 28.603)  0.12
H (30.110, 12.075, 29.770)  0.04
H (27.806, 13.911, 30.459)  0.12
H (29.398, 14.649, 30.524)  0.11
H (28.433, 12.518, 32.139)  0.11
H (30.961, 13.884, 31.804)  0.11
H (31.024, 12.248, 31.915)  0.08
H (30.019, 12.499, 34.411)  0.12
H (30.421, 14.153, 34.184)  0.12
H (33.568, 12.607, 35.339)  0.08
H (32.213, 12.210, 36.127)  0.08
H (32.450, 14.005, 35.555)  0.09

---

## ii
Density functional theory data (wB97M-V/def2-TZVPD) for a 5-piece molecular cluster, C30H75N5O10 overall.

Results
HOMO, eV: -8.2357
HOMO-LUMO gap, eV: 9.0

Last column: Löwdin charge in e.
Cartesian coordinates (Å):
C (8.211, -8.507, 1.968)  -0.14
O (8.301, -8.818, 0.604)  -0.17
C (7.791, -7.823, -0.240)  -0.22
C (8.103, -7.965, -1.741)  -0.23
N (7.807, -6.889, -2.594)  -0.07
C (6.391, -6.842, -2.970)  -0.21
C (6.380, -5.690, -3.965)  -0.22
O (6.527, -4.529, -3.132)  -0.21
C (6.229, -3.297, -3.756)  -0.11
H (8.680, -9.148, 2.714)  0.09
H (7.169, -8.480, 2.284)  0.08
H (8.399, -7.481, 2.287)  0.08
H (8.133, -6.826, 0.037)  0.12
H (6.717, -7.923, -0.082)  0.12
H (7.569, -8.799, -2.196)  0.12
H (9.165, -8.173, -1.875)  0.12
H (8.125, -5.962, -2.350)  0.11
H (5.665, -6.522, -2.223)  0.12
H (5.952, -7.744, -3.396)  0.12
H (5.383, -5.724, -4.405)  0.12
H (7.180, -5.799, -4.698)  0.13
H (5.221, -3.326, -4.172)  0.08
H (6.827, -2.912, -4.581)  0.08
H (6.266, -2.643, -2.885)  0.09
C (-0.950, 5.258, 0.367)  -0.11
O (-0.946, 3.832, 0.109)  -0.23
C (-2.088, 3.287, 0.831)  -0.18
C (-2.513, 1.919, 0.143)  -0.14
N (-1.224, 1.282, -0.250)  -0.08
C (-0.484, 0.440, 0.709)  -0.21
C (1.012, 0.281, 0.410)  -0.20
O (1.544, 1.570, 0.183)  -0.19
C (1.677, 2.393, 1.304)  -0.12
H (-1.568, 5.784, -0.361)  0.08
H (0.080, 5.572, 0.200)  0.09
H (-1.352, 5.701, 1.279)  0.08
H (-2.825, 4.063, 0.623)  0.10
H (-1.864, 3.346, 1.896)  0.11
H (-3.158, 2.130, -0.711)  0.10
H (-3.074, 1.280, 0.825)  0.11
H (-0.571, 2.003, -0.520)  0.07
H (-1.047, -0.492, 0.648)  0.11
H (-0.716, 0.838, 1.697)  0.10
H (1.226, -0.305, -0.484)  0.12
H (1.526, -0.331, 1.151)  0.12
H (0.957, 2.412, 2.123)  0.09
H (1.610, 3.416, 0.934)  0.08
H (2.676, 2.148, 1.664)  0.09
C (-6.236, -5.114, 9.261)  -0.07
O (-5.155, -4.296, 8.756)  -0.21
C (-5.432, -3.262, 7.877)  -0.25
C (-5.446, -3.738, 6.444)  -0.18
N (-6.681, -4.471, 5.965)  -0.07
C (-6.453, -4.913, 4.645)  -0.23
C (-7.629, -5.942, 4.402)  -0.24
O (-7.312, -7.150, 5.024)  -0.18
C (-7.925, -8.317, 4.437)  -0.09
H (-6.778, -5.623, 8.464)  0.07
H (-6.991, -4.506, 9.761)  0.08
H (-5.729, -5.826, 9.912)  0.09
H (-4.466, -2.765, 7.968)  0.12
H (-6.243, -2.643, 8.259)  0.13
H (-4.638, -4.467, 6.391)  0.12
H (-5.299, -2.896, 5.767)  0.12
H (-6.671, -5.281, 6.568)  0.07
H (-5.498, -5.362, 4.374)  0.12
H (-6.660, -4.019, 4.056)  0.12
H (-7.835, -5.973, 3.332)  0.11
H (-8.595, -5.591, 4.766)  0.12
H (-7.907, -9.218, 5.050)  0.08
H (-7.476, -8.650, 3.501)  0.08
H (-8.986, -8.178, 4.229)  0.08
C (11.221, 12.056, 2.812)  -0.13
O (9.978, 11.648, 2.369)  -0.19
C (8.862, 12.506, 2.533)  -0.20
C (7.755, 12.221, 1.460)  -0.20
N (6.907, 13.413, 1.300)  -0.05
C (6.066, 13.141, 0.125)  -0.26
C (4.846, 12.337, 0.426)  -0.21
O (3.900, 12.452, -0.666)  -0.20
C (4.261, 11.912, -1.991)  -0.07
H (11.504, 11.270, 3.512)  0.10
H (11.075, 13.020, 3.299)  0.08
H (11.983, 12.422, 2.124)  0.08
H (9.126, 13.561, 2.456)  0.11
H (8.344, 12.349, 3.479)  0.12
H (7.117, 11.339, 1.525)  0.11
H (8.413, 12.024, 0.614)  0.11
H (7.511, 14.215, 1.199)  0.10
H (6.612, 12.905, -0.788)  0.11
H (5.679, 14.110, -0.190)  0.12
H (4.318, 12.706, 1.305)  0.13
H (5.268, 11.351, 0.618)  0.10
H (5.115, 12.387, -2.474)  0.07
H (3.441, 11.934, -2.708)  0.08
H (4.436, 10.851, -1.813)  0.08
C (-9.369, -2.256, -8.266)  -0.15
O (-8.572, -1.991, -7.169)  -0.17
C (-9.234, -2.288, -5.886)  -0.20
C (-8.396, -2.383, -4.630)  -0.22
N (-7.889, -3.726, -4.378)  -0.06
C (-6.479, -3.721, -3.903)  -0.16
C (-5.387, -3.213, -4.977)  -0.20
O (-5.758, -3.838, -6.194)  -0.20
C (-5.002, -3.374, -7.268)  -0.13
H (-9.686, -3.291, -8.139)  0.08
H (-8.664, -2.305, -9.095)  0.09
H (-10.272, -1.671, -8.441)  0.09
H (-9.996, -3.066, -5.920)  0.12
H (-9.929, -1.519, -5.549)  0.11
H (-8.927, -1.855, -3.839)  0.12
H (-7.486, -1.853, -4.912)  0.10
H (-7.866, -4.157, -5.291)  0.09
H (-6.286, -4.771, -3.681)  0.10
H (-6.307, -3.238, -2.941)  0.11
H (-4.342, -3.349, -4.698)  0.11
H (-5.401, -2.128, -5.077)  0.10
H (-5.498, -3.809, -8.136)  0.09
H (-4.013, -3.832, -7.289)  0.09
H (-5.056, -2.302, -7.458)  0.09

---

Most stable structure: ii

---

## i
Density functional theory data (wB97M-V/def2-TZVPD) for a 2-piece molecular cluster, C3H13N2O overall.

Results
Net charge: +1
HOMO, eV: -14.5128
HOMO-LUMO gap, eV: 11.6

Last column: Löwdin charge in e.
Cartesian coordinates (Å):
C (-0.949, 1.476, -0.570)  -0.21
N (0.395, 1.912, -0.153)  0.00
C (-1.150, 0.016, -0.175)  -0.12
N (0.174, -0.668, -0.225)  -0.04
C (0.381, -1.693, -1.304)  0.03
H (-1.736, 2.134, -0.237)  0.12
H (-0.985, 1.562, -1.663)  0.13
H (0.348, 2.480, 0.689)  0.10
H (0.801, 2.526, -0.851)  0.10
H (-1.529, -0.067, 0.849)  0.13
H (-1.883, -0.544, -0.756)  0.13
H (0.405, -1.114, 0.671)  0.12
H (0.835, 0.155, -0.203)  0.13
H (-0.358, -2.458, -1.146)  0.10
H (0.199, -1.228, -2.255)  0.10
H (1.370, -2.107, -1.175)  0.10
H (0.964, -1.538, 2.857)  0.07
H (1.552, -0.174, 3.192)  0.07
O (1.165, -0.671, 2.456)  -0.05

---

## ii
Density functional theory data (wB97M-V/def2-TZVPD) for a 2-piece molecular cluster, C3H13N2O overall.

Results
Net charge: +1
HOMO, eV: -14.1243
HOMO-LUMO gap, eV: 11.2

Last column: Löwdin charge in e.
Cartesian coordinates (Å):
C (-1.025, -0.456, 0.426)  -0.15
C (-0.229, -0.939, -0.772)  -0.17
C (-0.168, 0.072, -1.951)  -0.24
N (0.149, 1.440, -1.503)  -0.01
N (-0.369, 0.726, 1.109)  0.15
H (-1.991, -0.051, 0.095)  0.14
H (-1.156, -1.239, 1.148)  0.12
H (0.824, -1.121, -0.521)  0.12
H (-0.641, -1.880, -1.124)  0.12
H (-1.118, 0.032, -2.505)  0.12
H (0.549, -0.298, -2.688)  0.12
H (1.052, 1.778, -1.816)  0.10
H (-0.542, 2.105, -1.853)  0.10
H (-0.994, 1.112, 1.802)  0.16
H (-0.109, 1.323, 0.261)  0.12
H (0.511, 0.489, 1.589)  0.12
H (1.486, -0.770, 3.483)  0.08
H (2.339, -1.264, 2.269)  0.07
O (1.434, -1.060, 2.552)  -0.05

---

Most stable structure: ii